{
  "formula": "C42H69F18NO16",
  "method": "wB97M-V/def2-TZVPD",
  "symbols": ["F", "F", "F", "F", "F", "F", "F", "F", "F", "F", "F", "F", "F", "F", "F", "F", "F", "F", "O", "O", "O", "O", "O", "O", "O", "O", "O", "O", "O", "O", "O", "O", "O", "O", "N", "C", "C", "C", "C", "C", "C", "C", "C", "C", "C", "C", "C", "C", "C", "C", "C", "C", "C", "C", "C", "C", "C", "C", "C", "C", "C", "C", "C", "C", "C", "C", "C", "C", "C", "C", "C", "C", "C", "C", "C", "C", "C", "H", "H", "H", "H", "H", "H", "H", "H", "H", "H", "H", "H", "H", "H", "H", "H", "H", "H", "H", "H", "H", "H", "H", "H", "H", "H", "H", "H", "H", "H", "H", "H", "H", "H", "H", "H", "H", "H", "H", "H", "H", "H", "H", "H", "H", "H", "H", "H", "H", "H", "H", "H", "H", "H", "H", "H", "H", "H", "H", "H", "H", "H", "H", "H", "H", "H", "H", "H", "H"],
  "xyz": [[0.7133, 3.0327, -2.2258], [7.2879, -0.4211, 2.4477], [-3.5718, 1.7235, 3.7089], [2.4460, -0.2668, 2.6519], [-2.2621, 2.8912, 4.9899], [5.2590, -3.0373, -4.6452], [3.0768, 0.0929, 4.7096], [5.2554, -0.6205, 3.1240], [-1.3676, 2.6567, -1.9268], [5.2230, -0.9021, -4.6322], [-0.2843, 4.1753, -0.6796], [5.3940, -2.0003, -6.4667], [1.1919, -0.9738, 4.3202], [-1.4946, 1.7359, 3.3013], [-3.0036, -0.6869, 4.9534], [-1.7185, -2.3384, 5.7698], [6.1789, 1.2772, 2.8813], [-3.9405, -2.4250, 5.8286], [2.6290, -2.6180, -6.1957], [-1.7308, 4.3137, 2.3524], [2.9986, -2.8615, 2.7284], [2.9520, 7.3116, -2.6285], [1.5052, 1.6946, -0.0449], [-0.7358, -3.3605, -1.9972], [-4.0405, 4.1403, 2.4348], [5.5900, 1.0896, 0.0831], [-0.7005, 1.0429, 0.2864], [3.7897, -2.5294, 4.8401], [2.5524, -4.4514, -2.9374], [2.6703, -0.9849, -4.6979], [-1.9187, -2.2633, 2.9400], [-3.8818, -3.4355, 3.4256], [5.3334, -1.1884, 0.4393], [3.5081, 2.0681, 3.0570], [-5.1299, 0.1360, -1.5215], [1.2425, -0.9657, -4.6787], [0.5526, 7.2026, -2.4338], [2.2036, 6.3916, -0.5812], [-2.7505, 3.7463, 2.7708], [-5.7319, -1.1491, -2.0015], [0.1161, -1.1898, 0.5078], [-2.4977, 2.5111, 3.7275], [2.4377, -0.7808, 3.9046], [-0.4231, -0.0029, 1.2187], [-2.8741, -3.8955, -2.8027], [1.0052, 0.3154, -3.8265], [6.0765, 0.0916, 2.2965], [-5.7896, 0.8939, -0.4651], [3.0818, 3.9189, 1.6148], [-6.9227, -0.9177, -2.9795], [5.5780, -0.0376, 0.7777], [-1.6266, -4.1457, -1.9619], [4.9302, -4.2391, 2.0894], [4.8199, -1.9272, -5.3074], [-2.8882, -2.0069, 5.0852], [-3.8710, 4.9484, 0.2237], [-5.9235, 0.0574, 0.8605], [2.0279, 7.0389, -1.9023], [5.0615, 0.9806, -1.2704], [2.9099, -5.2880, -0.7272], [2.8415, -2.6158, -1.3870], [3.2563, -1.8294, -5.5055], [-2.8420, -2.6649, 3.7263], [-4.4544, -3.4888, 2.1351], [2.7104, -4.1390, -1.7666], [-0.1960, 2.9572, -1.2512], [-2.9380, 0.0908, -2.7778], [-1.6712, -5.2191, -0.9331], [3.4336, -4.2025, 2.6771], [2.9341, 3.9906, 4.2203], [3.1538, 3.2330, 2.9695], [3.1083, -2.1596, 3.8984], [0.2633, 1.8431, -0.2716], [-4.1715, 5.3331, 1.6736], [-5.2622, -4.7858, 1.9387], [5.4602, 2.3160, -1.9425], [-3.6606, 0.1001, -1.4381], [2.2367, -1.8995, -1.9431], [-6.2769, 0.7024, 1.6651], [-2.7956, 4.8975, 0.0534], [-4.8414, -5.6436, 2.4632], [1.1040, -0.9784, 0.0985], [2.2098, 4.5730, 1.6182], [-2.5787, -4.9573, -0.3891], [5.4092, 2.2188, -3.0270], [-4.3225, 4.0003, -0.0684], [2.7017, -2.4776, -0.3149], [-3.3507, 0.9891, -0.8887], [-3.2585, 0.8134, -3.5284], [5.4896, -3.5806, 2.7539], [-5.0592, -1.8842, -2.4433], [-3.6663, 6.2506, 1.9753], [-6.3238, -4.7189, 2.1767], [-1.9154, 0.2860, -2.4548], [4.9894, -3.8162, 1.0865], [-4.2487, 5.6543, -0.5160], [-5.0300, -2.6226, 1.8091], [-3.3850, -0.7422, -0.8036], [-1.6835, -6.2699, -1.2224], [4.7544, 3.0882, -1.6366], [-5.2196, 5.5818, 1.8402], [-2.9055, -0.8751, -3.2819], [-6.7200, 1.1685, -0.9622], [-0.0350, 6.3293, -2.7170], [3.0776, 3.4331, 5.1458], [2.1270, 5.3445, -0.8742], [-4.9190, -0.1329, 1.2385], [3.4355, -4.5451, 3.7118], [5.5513, 0.0904, -1.6650], [2.7494, -6.2578, -1.1981], [0.8063, -1.8882, -4.2955], [0.5935, 7.7672, -3.3653], [0.1265, 0.1917, 2.1396], [0.0288, 7.8224, -1.7060], [3.9003, -5.2885, -0.2721], [-0.0328, 0.5490, -3.5900], [3.1829, 3.1184, 0.8820], [-6.6362, -0.7242, -4.0132], [1.3503, 1.1267, -4.4675], [0.7835, -0.8003, -5.6534], [2.2362, -5.0805, 0.1042], [6.4176, 2.7068, -1.5979], [0.1689, -2.0575, 1.1654], [-7.6754, -0.1917, -2.6720], [3.9478, 4.5775, 1.6814], [1.5835, 6.5925, 0.2924], [-5.2021, 1.8047, -0.3494], [-6.1666, -1.6181, -1.1188], [1.6195, 0.2807, -2.9268], [3.9905, 0.8343, -1.4108], [-0.8308, -5.0009, -0.2742], [3.8234, -2.2257, -1.6549], [3.6076, 4.8473, 4.2424], [-3.8089, -3.4236, 1.2592], [-5.2385, -5.1793, 0.9225], [1.9011, 4.3296, 4.2986], [5.2942, -5.2653, 2.1387], [3.2597, 6.3591, -0.3133], [-0.6180, -1.3368, -0.2843], [-7.5676, -1.7673, -3.2040], [-1.3699, -0.3534, 1.6295], [-3.5149, -3.3216, -2.1333], [2.7685, -4.9416, 2.2303], [-6.5580, -0.8075, 0.6671], [-3.1715, -4.8442, -3.2495], [-2.7836, -3.1383, -3.5815]],
  "forces_ev_per_angstrom": [[0.23, 0.19, 0.33], [0.69, -0.94, -0.80], [-0.61, -0.05, 0.27], [-0.51, -0.37, 0.76], [0.04, 0.10, -0.64], [-1.05, 0.46, 0.03], [-0.92, -1.23, -0.39], [0.24, 0.03, -1.10], [0.96, 0.51, 1.54], [0.93, 1.75, 0.88], [-0.27, -1.10, -0.14], [0.70, 0.45, -1.73], [-0.58, 0.52, 0.10], [0.09, 0.96, 0.12], [0.42, -0.48, 0.07], [-1.78, 0.83, -0.91], [-0.49, 0.97, -0.89], [0.85, 0.18, -0.40], [1.55, 1.26, 0.37], [-2.77, -1.32, 1.14], [-1.72, 1.73, 0.22], [0.05, 0.09, 0.34], [-4.99, 0.89, -1.12], [1.79, 1.11, 0.01], [2.77, -1.64, 2.56], [-1.22, -0.83, 0.77], [0.59, 2.94, -1.37], [-1.61, 0.54, -1.30], [-0.09, 0.43, 1.10], [0.84, 0.39, 0.03], [-3.91, -2.05, 3.01], [0.35, 0.73, 0.85], [0.11, 2.43, -0.06], [-0.22, 0.87, -0.58], [1.38, -0.65, -1.70], [-1.19, 1.48, 0.89], [0.99, 0.90, -0.06], [1.29, -1.08, 0.22], [2.07, 2.31, -1.68], [-1.82, 1.39, 0.65], [0.29, 0.10, -0.71], [-1.17, -0.26, -0.54], [1.19, 0.43, -0.89], [-0.10, -1.47, 1.43], [0.65, 0.15, -0.07], [-0.04, -0.53, -0.75], [-0.58, 0.12, 1.28], [-0.03, -1.65, -0.48], [0.24, -0.18, 1.79], [-0.18, -0.36, -0.69], [0.32, -1.78, 1.16], [-1.21, 0.17, -1.19], [-2.02, 0.31, 1.05], [-1.34, -1.72, 0.43], [0.52, -0.95, 2.18], [0.11, 0.53, -0.48], [0.26, 1.94, -0.62], [-1.69, 0.02, -1.36], [1.47, 0.70, -1.03], [-0.23, 1.37, -0.19], [0.17, -0.95, 0.35], [-1.36, -3.26, -0.40], [3.05, 2.03, -4.73], [-0.62, -0.99, -2.89], [0.63, 0.14, -1.37], [-0.81, -0.27, -1.42], [0.66, -0.54, 0.48], [0.10, 0.28, 0.79], [2.69, -0.92, 0.92], [-0.55, 0.86, 0.88], [0.75, -1.89, -0.05], [2.91, -1.96, 0.61], [3.79, -2.79, 2.78], [-1.10, 0.10, -1.69], [-0.11, -0.41, 0.14], [-0.53, -0.39, 0.43], [-1.55, 0.20, -0.12], [-0.78, -0.70, -0.09], [-0.78, -0.14, -0.05], [-0.03, -0.15, 0.12], [0.11, 0.30, 0.54], [-0.08, -0.17, -0.08], [-0.16, -0.25, -0.60], [-0.23, -0.50, 0.31], [0.17, 0.06, 0.05], [0.01, -0.11, 0.37], [0.07, 0.12, -0.03], [0.03, 0.10, -0.02], [-0.16, 0.27, 0.44], [0.27, -0.21, -0.06], [0.45, 0.60, 0.07], [0.82, -0.61, 0.49], [0.13, 0.19, 0.36], [0.27, 0.09, -0.58], [-0.14, -0.17, 0.03], [-0.10, 0.34, 0.25], [-0.62, 0.41, 1.42], [0.64, -0.40, 0.00], [-0.13, 0.22, -0.30], [-0.24, -0.05, -0.09], [-0.13, -0.16, -0.33], [-0.22, -0.16, 0.15], [-0.54, 0.19, 0.86], [0.34, -0.42, 0.70], [0.36, -0.43, -0.41], [-0.73, -0.42, 0.24], [0.15, -0.77, -0.38], [0.55, -0.09, 0.14], [0.06, 0.22, -0.46], [-0.23, 0.25, 0.00], [0.44, -0.07, 0.31], [0.27, 0.19, 0.08], [0.48, 1.16, -0.57], [-0.34, -0.22, 0.06], [0.16, 0.25, -0.24], [-0.01, -0.41, 0.03], [-0.27, 0.59, -0.26], [0.56, 0.78, 0.15], [0.16, 0.21, 0.26], [0.52, -0.15, -0.27], [-0.25, -0.33, 0.00], [0.23, -0.48, -0.27], [-0.08, 0.06, -0.04], [0.49, 0.45, 0.24], [0.21, 0.12, -0.58], [-0.24, 0.20, -0.49], [-0.11, -0.03, 0.29], [0.00, -0.54, 0.09], [-0.16, 0.05, 0.07], [-0.14, -0.04, 1.02], [0.03, -0.35, 0.04], [0.51, -0.60, 0.26], [-0.16, 0.26, 0.00], [1.48, -0.46, 0.70], [0.15, 0.65, -0.37], [-0.07, 0.42, -0.31], [0.13, 0.11, -0.10], [0.08, 0.75, 0.20], [0.37, -0.66, -0.33], [0.25, -0.82, 0.79], [-0.47, 0.71, -0.38], [-0.85, -0.97, 0.30], [-0.44, 0.94, -0.78], [0.23, 0.01, 0.52], [-0.93, 0.21, 0.37], [0.89, -0.32, -0.25]],
  "mulliken_charge": [-0.212, -0.299, -0.279, 0.061, -0.263, -0.265, -0.227, -0.160, -0.153, -0.235, -0.183, -0.261, -0.190, -0.205, -0.119, -0.255, -0.274, -0.265, -0.571, -0.579, 0.051, -0.559, -0.314, -0.339, -0.342, -0.295, -0.315, -0.589, -0.587, -0.093, -0.409, -0.310, -0.582, -0.357, 0.351, -0.721, -1.086, -0.512, 0.438, 0.409, -0.128, 0.870, 1.011, 0.401, -0.831, -0.377, 0.655, 0.107, -0.456, -1.529, 0.564, 0.776, -1.099, 0.811, 0.834, -0.371, -0.800, 0.545, 0.268, -0.829, 0.569, 0.424, 0.246, 0.604, 0.517, 0.343, -0.543, -0.693, -0.598, -1.494, 0.496, -0.145, 0.429, -0.279, -1.372, -1.403, 0.301, -0.353, 0.481, 0.041, 0.394, -0.489, 0.253, -0.010, 0.342, -0.201, -0.286, -0.104, 0.380, 0.408, -0.131, 0.316, 0.344, -0.285, 0.103, 0.461, 0.019, 0.037, 0.376, 0.250, 0.338, 0.033, 0.362, 0.236, 0.332, -0.149, -0.063, 0.504, 0.553, 0.373, 0.239, 0.347, -0.016, 0.320, 0.280, 0.138, -0.187, 0.336, 0.368, 0.598, -0.050, 0.398, 0.670, 0.306, 0.562, 0.469, -0.419, 0.015, -0.047, -0.114, 0.136, 0.418, 0.388, -0.120, 0.388, 0.330, 0.423, 0.383, -0.109, 0.446, 0.037, -0.098, 0.477, 0.364, 0.475, 0.259],
  "e_above_lowest_kj_mol": 0.0,
  "spin_multiplicity": 1,
  "homo_energy_ev": -8.26,
  "total_charge": 0,
  "smiles": "CCOC(=O)C(F)(F)F.CCOC(=O)C(F)(F)F.CCOC(=O)C(F)(F)F.CCOC(=O)C(F)(F)F.CCOC(=O)C(F)(F)F.CCOC(=O)C(F)(F)F.CCN(CC)CC.CC(C)=O.CC(C)=O.CC(C)=O.CC(C)=O"
}